(1)
The following is a DFT calculation (wB97M-V/def2-TZVPD) of an isolated ion of composition C8H17N2O2 and charge +1 at a distorted geometry.

Geometry as XYZ:
```
29
C8H17N2O2 | the OMol25 dataset | wB97M-V/def2-TZVPD
C 3.446 -0.653 0.950
C 2.561 -1.452 -0.060
N 1.361 -0.732 -0.499
C 0.654 0.206 0.086
N -0.091 0.845 -0.784
O -1.015 1.904 -0.521
C -2.235 1.399 0.124
C -3.258 0.707 -0.863
O -1.853 0.500 1.116
C -1.767 1.007 2.480
C -0.083 0.249 -2.125
C 1.042 -0.796 -1.936
H 3.689 0.325 0.549
H 2.791 -0.425 1.797
H 4.301 -1.267 1.076
H 3.112 -1.723 -0.926
H 2.113 -2.385 0.456
H 0.729 0.368 1.225
H -2.775 2.347 0.466
H -3.393 1.068 -1.843
H -4.288 0.598 -0.259
H -2.837 -0.407 -0.958
H -1.104 1.925 2.351
H -1.385 0.151 3.075
H -2.829 1.306 2.777
H 0.181 0.743 -2.981
H -1.077 -0.238 -2.360
H 0.722 -1.770 -2.158
H 1.994 -0.654 -2.502
```

Energy relative to the best compared isomer or geometry (same formula, charge and spin): 3.384 eV
Structure (SMILES): CCN1C=[N+](O[C@@H](C)OC)CC1
HOMO-LUMO gap: 0.3847 Eh
Charge: +1

=====

(2)
The following is a DFT calculation (wB97M-V/def2-TZVPD) of a single CH2N2O2S molecule at a distorted geometry.

Geometry as XYZ:
```
8
CH2N2O2S | the OMol25 dataset | wB97M-V/def2-TZVPD
C -0.322 0.240 0.065
N -0.018 1.494 0.719
N -0.146 2.601 0.391
O -0.076 2.032 -3.001
O -1.012 0.357 -1.247
S -1.137 1.717 -2.092
H 0.492 -0.479 0.199
H -1.133 -0.103 0.587
```

Energy relative to the best compared isomer or geometry (same formula, charge and spin): 5.119 eV
HOMO-LUMO gap (spin up / spin down): 0.2948 / 0.3120 Eh

=====

(3)
The following is a DFT calculation (wB97M-V/def2-TZVPD) of C26H23I2N3O5Tl as an isolated structure at a distorted geometry.

Geometry as XYZ:
```
60
C26H23I2N3O5Tl | the OMol25 dataset | wB97M-V/def2-TZVPD
Tl -1.182 1.671 -0.541
I 0.790 -1.698 -4.805
C -1.045 -1.915 -3.970
C -1.862 -2.964 -4.319
C -3.170 -3.043 -3.846
I -4.050 -4.961 -3.968
C -3.737 -1.976 -3.088
C -5.110 -1.868 -2.840
C -5.570 -0.935 -1.927
C -4.648 0.004 -1.457
N -3.382 0.029 -1.786
C -2.891 -0.947 -2.598
C -1.487 -0.848 -3.041
O -0.742 0.075 -2.719
H -1.532 -3.753 -4.983
H -5.804 -2.574 -3.267
H -6.597 -0.933 -1.565
H -4.952 0.797 -0.732
C 0.445 3.656 -3.374
C 1.286 3.699 -2.091
O 0.811 4.018 -0.986
N 2.590 3.545 -2.303
C 3.579 3.424 -1.262
C 3.601 2.050 -0.660
C 4.623 1.646 0.254
C 4.692 0.319 0.656
C 3.820 -0.575 0.079
C 2.848 -0.127 -0.812
N 2.717 1.171 -1.122
H 1.105 3.436 -4.226
H 0.009 4.624 -3.537
H -0.335 2.880 -3.381
H 2.939 3.176 -3.204
H 3.381 4.172 -0.449
H 4.598 3.639 -1.658
H 5.336 2.418 0.552
H 5.351 -0.059 1.439
H 3.884 -1.640 0.314
H 2.073 -0.776 -1.211
C 1.531 -0.381 7.146
O 0.888 0.483 6.226
C 0.444 0.000 5.013
C 0.177 -1.377 4.737
C -0.298 -1.670 3.445
C -0.602 -0.755 2.463
C -0.980 -1.307 1.169
C -1.671 -2.667 1.139
O -0.690 -0.712 0.117
C -0.386 0.657 2.785
O -0.523 1.572 1.906
C 0.109 0.952 4.054
H 1.807 0.255 7.991
H 2.408 -0.911 6.707
H 0.775 -1.155 7.468
H 0.399 -2.196 5.399
H -0.423 -2.713 3.134
H -2.391 -2.762 1.996
H -0.937 -3.485 1.142
H -2.248 -2.717 0.184
H 0.226 2.032 4.212
```

Energy relative to the best compared isomer or geometry (same formula, charge and spin): 0.000 eV
HOMO-LUMO gap (spin up / spin down): 0.2348 / 0.1741 Eh
Charge: +1

=====

(4)
The following is a DFT calculation (wB97M-V/def2-TZVPD) of a single C6H6N2OS molecule at a distorted geometry.

Geometry as XYZ:
```
16
C6H6N2OS | the OMol25 dataset | wB97M-V/def2-TZVPD
C 2.423 0.334 -0.027
C 1.022 0.684 -0.156
C 0.385 1.895 -0.301
O -1.005 1.720 -0.314
N -1.240 0.415 -0.038
C -2.338 -0.353 0.006
S -3.920 -0.101 -0.063
N -1.800 -1.599 0.211
C -0.445 -1.590 0.183
C -0.032 -0.284 0.088
H 3.027 0.325 -1.019
H 2.602 -0.616 0.218
H 2.919 0.958 0.766
H 0.600 2.949 -0.424
H -2.440 -2.388 0.408
H 0.244 -2.347 0.463
```

Energy relative to the best compared isomer or geometry (same formula, charge and spin): 2.438 eV
Structure (SMILES): Cc1con2c(=S)[nH]cc12
HOMO-LUMO gap: 0.2844 Eh

=====

(5)
The following is a DFT calculation (wB97M-V/def2-TZVPD) of a single C23H26N4O3S molecule.

Geometry as XYZ:
```
57
C23H26N4O3S | the OMol25 dataset | wB97M-V/def2-TZVPD
C -3.808 -3.389 -1.624
O -4.460 -2.332 -0.959
C -3.712 -1.478 -0.216
C -4.423 -0.435 0.407
C -3.779 0.503 1.173
C -2.393 0.434 1.346
N -1.709 1.367 2.077
C -0.352 1.401 2.254
O 0.179 2.326 2.853
C 0.381 0.276 1.676
C 1.873 0.252 1.905
N 2.639 0.270 0.670
C 3.560 -0.827 0.443
C 2.843 -2.115 0.158
C 2.927 -3.211 1.007
C 2.203 -4.356 0.710
C 1.408 -4.353 -0.424
N 1.320 -3.318 -1.245
C 2.025 -2.237 -0.967
C 2.509 1.271 -0.237
S 3.253 1.184 -1.724
N 1.774 2.345 0.109
C 1.414 3.382 -0.819
C 0.039 3.181 -1.461
C -0.214 1.815 -2.112
C -1.745 1.722 -2.107
C -2.166 2.861 -1.154
O -0.996 3.297 -0.498
C -0.266 -0.663 0.952
C -1.675 -0.613 0.743
C -2.345 -1.565 -0.038
H -4.589 -3.924 -2.162
H -3.324 -4.069 -0.916
H -3.065 -3.017 -2.336
H -5.490 -0.394 0.258
H -4.337 1.299 1.643
H -2.218 2.158 2.455
H 2.138 -0.667 2.434
H 2.141 1.103 2.545
H 4.173 -0.549 -0.421
H 4.206 -0.936 1.321
H 3.554 -3.172 1.888
H 2.251 -5.224 1.349
H 0.812 -5.215 -0.694
H 1.937 -1.419 -1.670
H 1.352 2.415 1.021
H 1.410 4.335 -0.287
H 2.165 3.405 -1.614
H -0.091 3.974 -2.219
H 0.221 1.751 -3.106
H 0.216 1.028 -1.492
H -2.162 1.880 -3.100
H -2.087 0.756 -1.739
H -2.883 2.546 -0.396
H -2.598 3.695 -1.726
H 0.281 -1.479 0.503
H -1.757 -2.345 -0.495
```

Energy relative to the best compared isomer or geometry (same formula, charge and spin): 1.452 eV
Structure (SMILES): COc1ccc2[nH]c(=O)c(CN(Cc3cccnc3)C(=S)NC[C@H]3CCCO3)cc2c1
HOMO-LUMO gap: 0.2886 Eh

=====

(6)
The following is a DFT calculation (wB97M-V/def2-TZVPD) of a 5-piece molecular cluster, C14H25NO6 overall at a distorted geometry.

Geometry as XYZ:
```
46
C14H25NO6 | the OMol25 dataset | wB97M-V/def2-TZVPD
C -1.554 6.028 2.510
C -1.310 6.755 1.301
C 0.013 6.911 1.278
N 0.624 6.510 2.406
C -0.336 5.983 3.197
H -2.548 5.722 2.800
H -2.036 7.082 0.571
H 0.611 7.209 0.430
H 1.623 6.520 2.549
H -0.155 5.634 4.202
O 2.081 1.064 -1.267
C 2.207 0.406 -0.251
C 1.241 0.324 0.876
C 2.089 -0.344 1.907
C 3.181 -1.152 1.201
O 3.167 -0.587 -0.119
H 0.903 1.322 1.153
H 0.366 -0.290 0.663
H 2.516 0.432 2.543
H 1.499 -0.838 2.679
H 4.117 -1.005 1.740
H 2.756 -2.153 1.124
O 2.463 -6.007 -4.103
C 1.605 -5.510 -4.823
C 1.416 -4.101 -5.484
C 0.019 -4.268 -5.944
C -0.048 -5.697 -6.391
O 0.714 -6.345 -5.469
H 1.500 -3.214 -4.856
H 2.062 -3.952 -6.349
H -0.663 -4.019 -5.132
H -0.244 -3.613 -6.775
H -1.064 -6.062 -6.544
H 0.440 -5.845 -7.353
C 0.458 0.132 8.723
O -0.963 0.258 8.563
H 1.015 -0.570 8.102
H 0.834 1.097 8.383
H 0.612 -0.066 9.783
H -1.416 -0.243 9.245
C -5.078 -0.855 -3.042
O -4.403 0.306 -2.723
H -4.692 -1.281 -3.969
H -4.660 -1.549 -2.313
H -6.167 -0.822 -3.087
H -4.794 0.690 -1.935
```

Energy relative to the best compared isomer or geometry (same formula, charge and spin): 3.343 eV
Structure (SMILES): c1cc[nH]c1.O=C1CCCO1.O=C1CCCO1.CO.CO
HOMO-LUMO gap: 0.3184 Eh

=====

Q: The lowest energy relative to the best compared isomer or geometry (same formula, charge and spin) belongs to which entry?
A: C26H23I2N3O5Tl